[1]
ORCA calculation (ωB97M-V with the def2-TZVPD basis set) on C24H32N10OS2Sn as an isolated structure at a distorted geometry.

Properties
- F_max: 2.2 eV/Å
- HOMO-LUMO gap: 8.2 eV
- E_tot: -2566.8531 Eh
- HOMO energy: -13.392 eV
- Total charge: +2

Geometry (Å):
1 Sn 8.747 8.973 10.773
2 O 4.774 8.242 11.974
3 C 5.900 8.713 11.867
4 N 6.679 8.727 10.741
5 C 6.001 8.635 9.487
6 C 6.716 9.445 8.423
7 C 6.123 9.763 7.220
8 C 6.902 10.338 6.225
9 C 8.248 10.644 6.506
10 C 8.753 10.315 7.748
11 N 7.993 9.742 8.692
12 C 6.598 9.354 13.033
13 C 5.920 9.565 14.251
14 C 6.578 10.218 15.306
15 C 7.871 10.679 15.077
16 C 8.451 10.447 13.856
17 N 7.836 9.805 12.854
18 H 5.938 7.607 9.113
19 H 4.950 8.951 9.636
20 H 5.077 9.538 7.082
21 H 6.496 10.560 5.256
22 H 8.853 11.146 5.736
23 H 9.778 10.518 8.029
24 H 4.904 9.218 14.338
25 H 6.087 10.476 16.243
26 H 8.430 11.195 15.839
27 H 9.445 10.750 13.689
28 N 10.616 5.361 10.883
29 C 11.749 6.319 10.861
30 C 12.586 6.170 12.147
31 C 13.486 7.410 12.160
32 N 12.614 8.570 12.353
33 C 14.316 7.542 10.833
34 C 13.521 7.333 9.551
35 N 12.624 8.514 9.322
36 C 12.647 6.084 9.650
37 H 9.918 5.631 11.587
38 H 10.912 4.389 10.960
39 H 10.101 5.552 10.015
40 H 11.289 7.285 10.892
41 H 13.150 5.239 12.148
42 H 11.916 6.178 13.030
43 H 14.187 7.334 12.993
44 H 12.909 9.306 11.699
45 H 12.805 8.989 13.262
46 H 15.102 6.810 10.792
47 H 14.830 8.531 10.780
48 H 14.203 7.169 8.719
49 H 12.321 8.562 8.351
50 H 13.112 9.378 9.524
51 H 13.273 5.201 9.770
52 H 12.078 5.980 8.723
53 N 9.273 6.995 14.298
54 C 8.400 6.404 13.451
55 N 8.458 6.520 12.134
56 C 7.550 5.750 11.494
57 C 6.802 4.965 12.288
58 S 7.186 5.257 13.925
59 C 7.609 5.730 10.004
60 C 6.909 4.940 9.170
61 S 7.408 5.168 7.503
62 C 8.602 6.304 8.085
63 N 8.554 6.549 9.384
64 N 9.573 6.895 7.343
65 H 9.970 7.573 13.871
66 H 9.076 7.158 15.264
67 H 5.953 4.342 12.028
68 H 6.091 4.280 9.399
69 H 9.430 7.088 6.368
70 H 10.057 7.615 7.847

In elementary charge units, the natural (NBO) charges are: number 1, Sn, carries 1.4140; number 2, O, carries -0.5758; number 3, C, carries 0.6365; number 4, N, carries -0.9176; number 5, C, carries -0.2719; number 6, C, carries 0.2529; number 7, C, carries -0.2317; number 8, C, carries -0.1067; number 9, C, carries -0.2519; number 10, C, carries 0.0418; number 11, N, carries -0.5960; number 12, C, carries 0.1113; number 13, C, carries -0.1861; number 14, C, carries -0.1296; number 15, C, carries -0.2311; number 16, C, carries 0.0443; number 17, N, carries -0.5389; number 18, H, carries 0.2134; number 19, H, carries 0.2552; number 20, H, carries 0.2468; number 21, H, carries 0.2452; number 22, H, carries 0.2518; number 23, H, carries 0.2120; number 24, H, carries 0.2632; number 25, H, carries 0.2492; number 26, H, carries 0.2449; number 27, H, carries 0.2074; number 28, N, carries -0.7129; number 29, C, carries -0.0765; number 30, C, carries -0.4114; number 31, C, carries -0.0546; number 32, N, carries -0.8602; number 33, C, carries -0.4265; number 34, C, carries -0.0433; number 35, N, carries -0.8668; number 36, C, carries -0.4294; number 37, H, carries 0.4570; number 38, H, carries 0.4264; number 39, H, carries 0.4526; number 40, H, carries 0.2682; number 41, H, carries 0.2194; number 42, H, carries 0.2112; number 43, H, carries 0.2130; number 44, H, carries 0.3676; number 45, H, carries 0.3737; number 46, H, carries 0.2371; number 47, H, carries 0.2243; number 48, H, carries 0.2054; number 49, H, carries 0.3603; number 50, H, carries 0.3703; number 51, H, carries 0.2284; number 52, H, carries 0.2147; number 53, N, carries -0.7917; number 54, C, carries 0.2614; number 55, N, carries -0.6475; number 56, C, carries 0.1653; number 57, C, carries -0.4422; number 58, S, carries 0.4856; number 59, C, carries 0.0711; number 60, C, carries -0.3950; number 61, S, carries 0.4523; number 62, C, carries 0.2677; number 63, N, carries -0.6362; number 64, N, carries -0.7879; number 65, H, carries 0.4132; number 66, H, carries 0.4255; number 67, H, carries 0.2724; number 68, H, carries 0.2661; number 69, H, carries 0.4181; number 70, H, carries 0.4012

[2]
ORCA calculation (ωB97M-V with the def2-TZVPD basis set) on C24H32N2OOsSSi as an isolated structure at a distorted geometry.

Properties
- F_max: 7.0 eV/Å
- HOMO-LUMO gap (spin up / spin down): 6.0 / 6.1 eV
- E_tot: -1896.8516 Eh
- HOMO energy (spin up / spin down): -7.263 / -7.272 eV

Geometry (Å):
1 Os 0.538 0.904 0.019
2 S 4.622 2.796 0.097
3 C 4.900 1.103 0.155
4 C 3.750 0.379 0.164
5 C 2.564 1.172 0.119
6 C 2.915 2.513 0.085
7 C 1.893 3.507 0.035
8 C 2.087 4.887 0.013
9 C 0.995 5.726 -0.037
10 C -0.285 5.172 -0.062
11 C -0.416 3.803 -0.036
12 N 0.637 2.968 0.011
13 H 5.917 0.742 0.179
14 H 3.747 -0.703 0.205
15 H 3.097 5.274 0.035
16 H 1.127 6.800 -0.056
17 H -1.168 5.792 -0.101
18 H -1.386 3.328 -0.054
19 C -3.746 1.704 1.560
20 Si -3.085 1.033 -0.088
21 C -3.784 -0.703 -0.354
22 C -3.771 2.164 -1.451
23 O -1.490 1.036 -0.097
24 H -4.839 1.702 1.568
25 H -3.414 2.731 1.733
26 H -3.402 1.099 2.403
27 H -4.876 -0.687 -0.333
28 H -3.438 -1.389 0.422
29 H -3.469 -1.111 -1.318
30 H -4.863 2.126 -1.469
31 H -3.407 1.862 -2.436
32 H -3.479 3.206 -1.296
33 C 1.818 -1.352 -2.889
34 C 0.651 -2.301 -2.591
35 C -0.699 -1.608 -2.842
36 C 0.644 -2.961 -1.224
37 C 0.578 -4.338 -1.188
38 C 0.495 -5.040 0.004
39 C 0.468 -4.350 1.207
40 C 0.520 -2.974 1.260
41 C 0.449 -2.315 2.625
42 C 1.717 -1.528 2.987
43 C -0.816 -1.460 2.796
44 C 0.610 -2.229 0.023
45 N 0.599 -0.906 0.032
46 H 1.871 -1.176 -3.965
47 H 2.770 -1.777 -2.566
48 H 1.688 -0.393 -2.401
49 H 0.742 -3.121 -3.310
50 H -0.816 -0.758 -2.167
51 H -1.525 -2.301 -2.677
52 H -0.751 -1.248 -3.871
53 H 0.596 -4.887 -2.122
54 H 0.449 -6.121 -0.003
55 H 0.399 -4.908 2.133
56 H 0.376 -3.136 3.345
57 H 1.789 -0.613 2.406
58 H 2.612 -2.126 2.806
59 H 1.691 -1.260 4.044
60 H -0.782 -0.579 2.160
61 H -0.905 -1.135 3.834
62 H -1.708 -2.036 2.539

In elementary charge units, the natural (NBO) charges are: number 1, Os, carries 0.9790; number 2, S, carries 0.3999; number 3, C, carries -0.3722; number 4, C, carries -0.2852; number 5, C, carries -0.1718; number 6, C, carries -0.3635; number 7, C, carries 0.2525; number 8, C, carries -0.2530; number 9, C, carries -0.1175; number 10, C, carries -0.2953; number 11, C, carries 0.1019; number 12, N, carries -0.5449; number 13, H, carries 0.2361; number 14, H, carries 0.2234; number 15, H, carries 0.2305; number 16, H, carries 0.2235; number 17, H, carries 0.2309; number 18, H, carries 0.2413; number 19, C, carries -1.1341; number 20, Si, carries 1.9103; number 21, C, carries -1.1339; number 22, C, carries -1.1332; number 23, O, carries -1.2470; number 24, H, carries 0.2291; number 25, H, carries 0.2237; number 26, H, carries 0.2326; number 27, H, carries 0.2308; number 28, H, carries 0.2318; number 29, H, carries 0.2323; number 30, H, carries 0.2308; number 31, H, carries 0.2330; number 32, H, carries 0.2192; number 33, C, carries -0.6051; number 34, C, carries -0.2435; number 35, C, carries -0.6030; number 36, C, carries 0.0523; number 37, C, carries -0.2314; number 38, C, carries -0.1540; number 39, C, carries -0.2318; number 40, C, carries 0.0513; number 41, C, carries -0.2432; number 42, C, carries -0.6040; number 43, C, carries -0.6040; number 44, C, carries 0.0850; number 45, N, carries -0.3204; number 46, H, carries 0.2093; number 47, H, carries 0.2081; number 48, H, carries 0.2252; number 49, H, carries 0.2002; number 50, H, carries 0.2238; number 51, H, carries 0.2082; number 52, H, carries 0.2093; number 53, H, carries 0.2142; number 54, H, carries 0.2163; number 55, H, carries 0.2142; number 56, H, carries 0.2001; number 57, H, carries 0.2244; number 58, H, carries 0.2065; number 59, H, carries 0.2100; number 60, H, carries 0.2237; number 61, H, carries 0.2094; number 62, H, carries 0.2080

[3]
ORCA calculation (ωB97M-V with the def2-TZVPD basis set) on a 2-piece molecular cluster, C24H32N4O4 overall at a distorted geometry.

Properties
- F_max: 17.0 eV/Å
- HOMO-LUMO gap: 7.3 eV
- E_tot: -1452.8695 Eh
- HOMO energy: -7.416 eV

Geometry (Å):
1 C -0.680 -6.499 0.728
2 C -0.350 -5.517 1.686
3 H 0.708 -5.739 1.976
4 H -1.061 -5.370 2.499
5 O -0.469 -4.047 1.045
6 C -1.393 -3.334 0.997
7 O -2.382 -3.695 1.518
8 C -1.302 -2.064 0.091
9 C -0.258 -1.102 0.778
10 H -0.422 -1.174 1.986
11 H -0.259 -0.145 0.386
12 C 1.242 -1.459 0.380
13 N 1.202 -1.562 -0.843
14 C 1.931 -0.634 -1.664
15 C 2.289 0.710 -1.489
16 N 2.669 1.539 -0.224
17 H 2.000 1.251 0.678
18 C 3.019 2.898 -0.371
19 H 3.255 3.077 0.443
20 H 3.993 2.891 -1.051
21 C 1.868 3.825 -1.166
22 N 0.795 3.826 -0.516
23 C 0.624 3.897 0.858
24 H 1.317 4.808 1.258
25 H 0.781 2.989 1.166
26 C -0.965 4.152 1.262
27 N -1.975 3.250 0.942
28 C -2.034 1.997 1.483
29 C -3.025 1.256 1.306
30 C -3.409 0.066 2.091
31 C -2.743 -0.175 3.105
32 C -1.908 0.814 3.541
33 C -1.443 1.815 2.828
34 H -0.805 2.594 3.258
35 H -1.331 0.680 4.602
36 H -2.883 -1.091 3.722
37 H -4.323 -0.613 1.563
38 H -3.445 1.316 0.477
39 C -1.685 3.050 -0.641
40 H -2.219 2.338 -1.031
41 C -0.243 2.639 -0.809
42 H 0.065 2.695 -1.983
43 H -0.032 1.821 -0.503
44 H -2.060 4.094 -0.982
45 H -1.043 4.473 2.225
46 H -1.339 5.035 0.824
47 H 2.239 4.757 -0.885
48 H 1.739 3.461 -2.002
49 C 2.633 0.854 -2.965
50 O 3.258 1.899 -3.524
51 C 2.022 -0.488 -3.154
52 O 1.709 -1.160 -4.109
53 C 0.503 -2.817 -1.579
54 H 0.802 -2.703 -2.434
55 C -0.888 -2.374 -1.137
56 H -1.322 -3.149 -1.619
57 H -1.199 -1.309 -1.835
58 H 0.887 -3.514 -1.031
59 H 1.998 -0.872 0.920
60 H 1.604 -2.660 1.203
61 H -2.349 -1.648 0.268
62 H -0.006 -6.514 -0.114
63 H -0.764 -7.464 1.103
64 H -1.642 -6.100 0.370

In elementary charge units, the natural (NBO) charges are: number 1, C, carries -0.6623; number 2, C, carries -0.0371; number 3, H, carries 0.2029; number 4, H, carries 0.2296; number 5, O, carries -0.5241; number 6, C, carries 0.8072; number 7, O, carries -0.6707; number 8, C, carries -0.3449; number 9, C, carries -0.4094; number 10, H, carries 0.2232; number 11, H, carries 0.1932; number 12, C, carries -0.1128; number 13, N, carries -0.4520; number 14, C, carries 0.1214; number 15, C, carries 0.1100; number 16, N, carries -0.6068; number 17, H, carries 0.3830; number 18, C, carries -0.2240; number 19, H, carries 0.1478; number 20, H, carries 0.1937; number 21, C, carries -0.1689; number 22, N, carries -0.4171; number 23, C, carries -0.1958; number 24, H, carries 0.1912; number 25, H, carries 0.1475; number 26, C, carries -0.2422; number 27, N, carries -0.3957; number 28, C, carries 0.1238; number 29, C, carries -0.2523; number 30, C, carries -0.1591; number 31, C, carries -0.2358; number 32, C, carries -0.2049; number 33, C, carries -0.2413; number 34, H, carries 0.2140; number 35, H, carries 0.2033; number 36, H, carries 0.2209; number 37, H, carries 0.2202; number 38, H, carries 0.1824; number 39, C, carries -0.2185; number 40, H, carries 0.1876; number 41, C, carries -0.2243; number 42, H, carries 0.2103; number 43, H, carries 0.1459; number 44, H, carries 0.2213; number 45, H, carries 0.2018; number 46, H, carries 0.2059; number 47, H, carries 0.1953; number 48, H, carries 0.1998; number 49, C, carries 0.3932; number 50, O, carries -0.5781; number 51, C, carries 0.4411; number 52, O, carries -0.5347; number 53, C, carries -0.1114; number 54, H, carries 0.2024; number 55, C, carries -0.3670; number 56, H, carries 0.2157; number 57, H, carries 0.1910; number 58, H, carries 0.2001; number 59, H, carries 0.2312; number 60, H, carries 0.0779; number 61, H, carries 0.2686; number 62, H, carries 0.2160; number 63, H, carries 0.2397; number 64, H, carries 0.2313

Question: Look up the E_tot of the third one.
Answer: -1452.8695 Eh